{"formula": "C39H45ClF5IO15S", "method": "ωB97M-V/def2-TZVPD", "elements": ["I", "Cl", "S", "F", "F", "F", "F", "F", "O", "O", "O", "O", "O", "O", "O", "O", "O", "O", "O", "O", "O", "O", "O", "C", "C", "C", "C", "C", "C", "C", "C", "C", "C", "C", "C", "C", "C", "C", "C", "C", "C", "C", "C", "C", "C", "C", "C", "C", "C", "C", "C", "C", "C", "C", "C", "C", "C", "C", "C", "C", "C", "C", "H", "H", "H", "H", "H", "H", "H", "H", "H", "H", "H", "H", "H", "H", "H", "H", "H", "H", "H", "H", "H", "H", "H", "H", "H", "H", "H", "H", "H", "H", "H", "H", "H", "H", "H", "H", "H", "H", "H", "H", "H", "H", "H", "H", "H"], "xyz": [[-3.57033, -6.21934, -2.10752], [1.13225, -0.32770, -3.81997], [2.95770, -0.70001, -1.29378], [0.96082, -1.94822, 2.04088], [1.55823, -4.81966, 0.41466], [3.29035, -4.15498, 1.47891], [1.45620, -4.33524, 2.53549], [2.84788, -1.84451, 1.06594], [-0.11630, 5.38020, 2.46339], [-1.43074, -1.74578, -3.75654], [-1.16062, -9.21136, -3.01537], [6.79828, -0.28283, -3.66778], [-2.76363, 3.07068, -3.17248], [-3.95109, 6.60624, 1.43926], [-3.94014, 2.90329, -1.28431], [-0.26095, 7.56046, 1.98621], [6.05437, -2.13490, -2.65806], [-4.64000, 7.02822, -0.64467], [-3.37264, -2.98745, -2.35922], [0.06407, 0.02840, 5.89543], [0.27633, 0.87038, 7.95824], [-0.15456, -8.88701, -4.99072], [-1.03665, -3.61854, 1.75282], [-2.70480, 0.16915, -2.74435], [-1.75872, -4.95623, -0.00148], [-0.41688, -8.57466, -3.69893], [-3.98520, 3.57196, -0.00269], [-4.57238, 9.38168, -0.65855], [-4.62608, 8.14789, -1.55156], [-0.27384, 4.54463, 3.62518], [1.36157, -1.47057, -1.35415], [0.75771, -0.93202, 5.07400], [-2.17266, 4.45091, -1.24506], [1.96668, -3.98933, 1.37151], [1.97234, -0.65113, 7.08967], [0.88400, -2.25895, -0.27753], [0.39184, -7.35457, -3.29198], [0.02581, 5.45217, 4.81135], [7.84901, -2.59067, -1.20427], [-2.59274, 4.14964, 0.19084], [0.70504, 0.18472, 7.07800], [-2.43739, -3.42936, -1.76377], [-1.12965, -2.70517, -1.60645], [-0.68451, -1.88794, -2.65268], [2.18515, -0.95059, 5.60591], [-0.46202, 6.80674, 4.29755], [-2.45409, -4.76528, -1.12275], [-1.69035, -6.23067, 0.76266], [0.85113, -8.00700, -5.52202], [0.80288, -6.76445, -4.64042], [-3.77785, 8.86608, 0.54257], [0.56570, -1.28137, -2.50979], [-0.38265, -2.87524, -0.43843], [-1.02801, -3.78431, 0.56497], [7.97591, -1.15635, -1.71781], [-2.08132, -0.45988, -3.95808], [-0.26301, 6.68257, 2.79976], [6.92022, -1.10193, -2.80718], [6.38025, -2.89183, -1.47806], [-2.94326, 3.41234, -2.03680], [1.66993, -2.46975, 1.01442], [-4.12271, 7.39140, 0.55259], [-1.65394, -6.00231, 1.82011], [6.19484, -3.94524, -1.67209], [0.41147, 3.70412, 3.54988], [-4.13014, 10.24554, -1.14936], [-4.07424, 9.33363, 1.47641], [8.95780, -0.94052, -2.12746], [0.11382, 7.63890, 4.69116], [-1.42200, 0.24333, -4.44882], [-3.40607, -0.50251, -2.26949], [-3.74663, 8.06022, -2.19276], [-2.57209, 5.00732, 0.84852], [5.72777, -2.56209, -0.66643], [1.25118, -7.68745, -2.70781], [-1.29707, 4.16493, 3.64314], [1.81623, -8.51562, -5.47093], [0.26317, -1.89935, 5.17824], [7.72142, -0.42219, -0.95237], [-1.98442, 0.57053, -2.04090], [1.78537, -1.55546, 7.66989], [-5.51712, 8.11014, -2.17228], [8.48012, -3.25085, -1.80030], [-2.87329, -0.66559, -4.66551], [-2.70034, 8.96716, 0.40174], [-0.45158, 5.12449, 5.73090], [1.10215, 5.49163, 4.98635], [8.12414, -2.71763, -0.15953], [-1.10409, 4.33717, -1.40386], [-0.82251, -6.80373, 0.45415], [2.79374, -0.09228, 7.52781], [-2.49490, 5.44230, -1.56583], [-5.58012, 9.65400, -0.34273], [0.02500, -6.08804, -4.99690], [2.70258, -1.88694, 5.40851], [1.74165, -6.21467, -4.62145], [-0.21765, -6.67286, -2.70373], [-3.27139, 1.01684, -3.10333], [-1.52399, 6.96110, 4.49312], [2.76183, -0.14548, 5.14766], [-4.75046, 4.34628, -0.04388], [0.62087, -7.79619, -6.56302], [-2.57553, -6.82969, 0.60965], [-1.93437, 3.38598, 0.61170], [-4.25621, 2.85156, 0.76522], [0.70187, -0.62078, 4.03627], [3.35924, -0.74267, -2.56665]], "atomic_forces_ev_per_a": [[0.032, 0.081, 0.136], [0.058, 0.043, -0.098], [0.411, 0.157, 0.512], [-0.150, 0.145, 0.248], [-0.387, -0.259, -0.086], [0.251, -0.059, -0.145], [-0.415, -0.198, 0.148], [0.358, 0.194, -0.171], [0.050, -0.061, -0.001], [0.213, 0.177, -0.019], [-0.097, -0.079, -0.091], [-0.066, -0.066, -0.083], [0.023, 0.238, -0.041], [-0.238, 0.003, 0.082], [0.001, -0.031, 0.095], [0.064, -0.058, -0.081], [-0.007, -0.090, 0.026], [-0.046, 0.002, -0.038], [-0.660, 0.251, -0.434], [0.071, 0.002, -0.086], [-0.033, 0.110, -0.090], [-0.005, 0.047, -0.060], [0.262, 0.241, 0.552], [-0.130, -0.199, -0.097], [-0.194, -0.515, -0.528], [0.128, 0.029, 0.324], [0.005, 0.120, 0.187], [0.084, 0.000, 0.114], [-0.014, 0.183, -0.082], [0.022, -0.075, 0.163], [0.106, -0.141, -0.411], [0.124, -0.058, -0.057], [0.016, -0.336, 0.395], [0.881, 0.449, 0.070], [0.109, 0.096, -0.512], [-0.382, 0.143, -0.718], [-0.053, 0.237, -0.458], [-0.034, 0.127, 0.012], [0.047, 0.126, 0.001], [0.206, -0.143, -0.064], [-0.015, -0.144, 0.278], [0.577, -0.099, 0.327], [0.104, 0.198, 0.043], [0.107, 0.219, 0.482], [0.040, -0.024, 0.133], [0.337, -0.370, 0.120], [0.091, -0.248, -0.040], [-0.359, 0.259, 0.286], [0.072, 0.133, -0.031], [0.005, 0.011, 0.134], [-0.405, 0.128, -0.326], [0.062, -0.327, 0.486], [0.501, 0.380, -0.264], [-0.275, -0.111, -0.331], [0.017, -0.537, -0.017], [-0.480, 0.153, -0.190], [-0.305, 0.230, -0.016], [0.044, 0.304, 0.117], [0.065, -0.078, 0.142], [-0.004, 0.371, -0.190], [-0.867, -0.361, 0.132], [0.350, 0.155, 0.162], [0.328, -0.023, 0.248], [-0.099, 0.029, -0.121], [0.013, 0.019, -0.145], [0.050, -0.044, -0.043], [0.181, -0.074, 0.117], [-0.032, 0.227, -0.006], [-0.148, 0.156, -0.065], [0.461, -0.001, -0.019], [0.016, -0.247, 0.275], [0.026, -0.005, 0.027], [-0.070, 0.038, 0.032], [-0.005, 0.028, -0.009], [-0.037, -0.010, 0.071], [-0.029, 0.029, -0.014], [0.003, -0.005, 0.031], [-0.016, -0.003, 0.014], [0.027, 0.073, -0.043], [0.202, -0.087, 0.247], [0.009, 0.031, 0.076], [-0.030, -0.160, 0.035], [-0.012, -0.021, -0.002], [-0.092, -0.362, -0.178], [0.030, -0.043, 0.110], [-0.063, -0.049, -0.011], [-0.008, -0.029, -0.010], [-0.070, 0.017, 0.024], [-0.002, 0.118, -0.197], [0.221, -0.135, 0.070], [-0.074, -0.037, 0.223], [0.025, 0.003, -0.071], [-0.019, -0.007, -0.028], [-0.005, 0.000, -0.021], [-0.062, -0.042, -0.009], [0.039, -0.061, -0.017], [0.000, -0.132, 0.182], [-0.073, 0.117, -0.060], [-0.010, 0.082, -0.039], [-0.013, -0.005, -0.022], [0.019, 0.040, -0.044], [-0.093, -0.119, -0.015], [-0.179, -0.208, -0.241], [0.006, -0.018, -0.034], [-0.043, -0.138, -0.137], [-0.162, 0.104, 0.032], [-0.480, -0.118, -0.263]], "multiplicity": 1, "e_lumo_ev": -1.10, "fmax_ev_per_a": 1.0, "charge": 0, "homo_lumo_gap_ev": 8.0}